# 1
{"formula": "C16H17N3O2", "method": "wB97M-V/def2-TZVPD", "gap_ha": 0.313, "lumo_energy_ev": 0.23, "homo_ev": -8.301, "total_energy_ha": -934.0502, "total_charge": 0, "de_lowest_kcal_mol": 412.5, "species": ["C", "C", "O", "C", "C", "C", "C", "C", "C", "O", "C", "C", "N", "N", "C", "C", "C", "C", "C", "C", "N", "H", "H", "H", "H", "H", "H", "H", "H", "H", "H", "H", "H", "H", "H", "H", "H", "H"], "xyz": [[-0.028, -2.194, 0.119], [-0.574, -1.910, -1.317], [-1.981, -1.718, -1.247], [-2.660, -0.878, -0.469], [-3.810, -1.427, 0.124], [-4.613, -0.451, 1.105], [-4.244, 0.827, 1.295], [-3.069, 1.402, 0.292], [-2.376, 0.531, -0.480], [-1.214, 0.838, -1.172], [-0.820, 2.395, -1.082], [-0.048, 2.562, 0.071], [1.227, 1.427, 0.091], [2.167, 1.789, -0.657], [3.003, 0.717, -0.483], [4.153, 0.290, -0.799], [4.910, -0.882, -0.269], [4.324, -1.414, 0.906], [3.286, -0.872, 1.340], [2.464, 0.131, 0.925], [1.288, 0.684, 1.027], [2.664, -1.371, 2.435], [4.919, -2.063, 1.308], [5.749, -1.020, -0.554], [4.609, 0.985, -2.044], [-0.438, 2.268, 1.063], [0.393, 3.324, 0.171], [-0.058, 2.446, -1.996], [-1.645, 2.899, -1.083], [-2.735, 2.383, 0.546], [-4.687, 1.774, 1.685], [-5.454, -0.731, 1.475], [-4.095, -2.245, 0.222], [-0.591, -2.864, -2.023], [-0.333, -1.061, -1.750], [1.027, -2.169, -0.065], [-0.504, -3.068, 0.311], [-0.206, -1.333, 0.979]], "atomic_forces_ev_per_a": [[0.30, 4.87, -0.88], [-2.44, -4.23, 2.06], [-1.46, -1.22, -0.74], [-2.54, -1.41, 0.44], [3.93, 17.75, 1.91], [6.34, 0.40, -4.58], [3.49, 3.24, -4.37], [-2.66, -2.60, 3.30], [1.05, 0.25, 0.71], [-0.33, 3.07, 0.22], [4.75, -7.13, -4.17], [-1.92, -13.04, 3.26], [-6.87, 9.60, -2.69], [2.23, -2.08, -3.45], [-4.96, 1.43, 7.09], [9.17, -2.01, -6.76], [-13.36, 6.09, 3.02], [4.80, 1.55, -6.68], [-10.55, -0.12, 9.64], [4.46, -0.24, -6.41], [-1.11, -4.13, 5.66], [2.28, 1.08, -2.98], [2.54, -4.19, 3.04], [10.48, -2.25, -3.84], [-0.93, -2.26, 3.84], [-0.59, 0.21, -0.69], [6.23, 11.00, 0.99], [-2.19, 0.31, 1.60], [-4.77, 3.27, -0.74], [-0.02, 0.55, -0.26], [-0.32, -1.70, 0.50], [-5.16, -2.42, 2.59], [-3.85, -13.44, 0.60], [0.94, 2.02, 1.53], [2.81, 3.60, -2.29], [0.87, -0.86, 0.59], [-0.64, -2.80, 1.49], [-0.01, -2.16, -2.55]], "lowdin_charge": [-0.037, -0.184, -0.075, -0.227, 0.135, -0.046, -0.038, 0.020, -0.242, -0.063, -0.055, -0.002, -0.191, 0.165, -0.254, -0.053, 0.031, -0.125, -0.130, -0.180, 0.125, 0.200, 0.063, -0.015, 0.205, 0.144, 0.012, 0.184, 0.054, 0.071, 0.093, 0.017, -0.029, 0.173, 0.040, 0.049, 0.032, 0.135]}

***

# 2
{"formula": "C16H17N3O5S", "method": "wB97M-V/def2-TZVPD", "smiles": "Cc1cc(NC(=O)COC(=O)[C@H]2CCCN2C(=O)c2cccs2)no1", "gap_ha": 0.350, "lumo_energy_ev": 0.54, "homo_ev": -8.989, "total_energy_ha": -1558.5716, "total_charge": 0, "de_lowest_kcal_mol": 14.1, "species": ["C", "C", "C", "C", "N", "O", "N", "C", "O", "C", "H", "H", "O", "C", "O", "C", "N", "C", "O", "C", "C", "C", "C", "S", "H", "H", "H", "C", "C", "H", "C", "H", "H", "H", "H", "H", "H", "H", "H", "H", "H", "H"], "xyz": [[-5.748, -1.034, -0.934], [-4.321, -0.646, -1.037], [-3.696, 0.565, -0.994], [-2.322, 0.237, -1.161], [-2.168, -1.061, -1.285], [-3.405, -1.616, -1.211], [-1.230, 1.074, -1.188], [-1.263, 2.391, -0.871], [-2.265, 3.024, -0.628], [0.117, 3.050, -0.852], [0.040, 3.999, -0.313], [0.452, 3.243, -1.879], [1.074, 2.225, -0.197], [2.219, 1.980, -0.853], [2.542, 2.504, -1.881], [3.121, 1.048, -0.052], [2.385, -0.093, 0.471], [1.483, -0.675, -0.336], [1.287, -0.196, -1.458], [0.751, -1.862, 0.094], [0.290, -2.288, 1.313], [-0.473, -3.464, 1.219], [-0.577, -3.916, -0.062], [0.224, -2.909, -1.180], [-1.091, -4.791, -0.408], [-0.924, -3.950, 2.066], [0.450, -1.769, 2.240], [2.740, -0.390, 1.842], [3.984, 0.465, 2.083], [4.876, -0.062, 1.742], [3.727, 1.684, 1.199], [2.996, 2.344, 1.667], [4.628, 2.250, 0.976], [4.109, 0.723, 3.132], [1.933, -0.076, 2.515], [2.920, -1.459, 1.975], [3.902, 0.703, -0.743], [-0.341, 0.619, -1.416], [-4.112, 1.539, -0.866], [-5.887, -1.742, -0.118], [-6.072, -1.517, -1.855], [-6.356, -0.152, -0.756]], "atomic_forces_ev_per_a": [[0.21, -0.19, -0.05], [0.36, 0.68, 0.03], [-0.20, -0.50, -0.02], [-0.92, -0.60, 0.07], [1.04, 0.67, -0.08], [-0.92, -0.03, 0.06], [0.32, -0.40, -0.21], [0.56, 0.08, 0.16], [-0.19, 0.20, 0.00], [-0.17, 0.43, -0.26], [-0.06, -0.21, -0.11], [-0.11, 0.00, 0.19], [-0.24, -0.05, 0.30], [0.59, 0.16, -0.12], [0.05, 0.05, 0.08], [-0.06, 0.18, -0.41], [0.10, 0.19, -0.21], [0.08, 0.10, 0.13], [0.15, -0.33, -0.34], [-0.28, -0.54, -0.31], [0.16, 0.20, -0.17], [-0.14, -0.14, 0.03], [0.27, 0.23, -0.36], [0.14, -0.12, 0.68], [-0.12, -0.20, -0.05], [-0.10, -0.09, 0.11], [0.08, 0.12, 0.15], [-0.02, -0.27, 0.50], [-0.13, 0.03, -0.05], [0.03, -0.03, 0.02], [0.04, -0.08, -0.05], [-0.01, 0.03, 0.01], [-0.02, 0.05, -0.02], [0.03, -0.05, 0.02], [0.07, -0.08, 0.01], [-0.05, 0.08, 0.05], [-0.17, 0.14, 0.06], [-0.05, 0.14, 0.11], [-0.16, 0.15, 0.03], [-0.07, -0.01, 0.06], [-0.08, -0.01, -0.04], [-0.04, 0.02, 0.01]], "lowdin_charge": [-0.003, -0.312, 0.063, -0.278, 0.092, 0.005, 0.184, -0.423, 0.083, -0.044, 0.143, 0.140, 0.013, -0.466, 0.134, -0.163, 0.016, -0.451, 0.009, -0.427, -0.118, -0.178, -0.394, 1.095, 0.066, 0.101, 0.100, -0.136, -0.144, 0.118, -0.105, 0.126, 0.125, 0.115, 0.127, 0.130, 0.174, 0.117, 0.105, 0.087, 0.088, 0.086]}

***

# 3
{"formula": "C16H17N5O2S", "method": "wB97M-V/def2-TZVPD", "smiles": "O=[N+]([O-])c1cccc(NC(=S)N2CCN(c3ccccn3)CC2)c1", "gap_ha": 0.285, "lumo_energy_ev": -0.33, "homo_ev": -8.099, "total_energy_ha": -1442.2683, "total_charge": 0, "de_lowest_kcal_mol": 65.3, "species": ["O", "N", "O", "C", "C", "C", "C", "C", "C", "H", "H", "H", "N", "C", "N", "C", "H", "C", "N", "C", "N", "C", "C", "C", "C", "H", "H", "H", "H", "C", "H", "H", "C", "H", "H", "H", "H", "H", "S", "H", "H"], "xyz": [[3.441, 2.069, 0.862], [4.160, 1.137, 0.575], [5.371, 1.190, 0.535], [3.537, -0.120, 0.238], [2.164, -0.249, 0.381], [1.561, -1.455, 0.036], [2.349, -2.485, -0.482], [3.718, -2.336, -0.618], [4.330, -1.154, -0.247], [5.395, -1.013, -0.334], [4.308, -3.149, -1.011], [1.881, -3.416, -0.773], [0.187, -1.644, 0.115], [-0.662, -1.119, 1.063], [-1.993, -1.300, 0.856], [-2.940, -0.431, 1.534], [-3.703, -1.041, 2.026], [-3.573, 0.522, 0.491], [-2.699, 0.651, -0.659], [-1.574, 1.441, -0.486], [-1.525, 2.133, 0.651], [-0.494, 2.925, 0.880], [0.562, 3.081, 0.000], [0.498, 2.390, -1.203], [-0.579, 1.568, -1.464], [-0.646, 1.055, -2.411], [1.287, 2.492, -1.935], [1.406, 3.703, 0.245], [-0.519, 3.443, 1.829], [-2.622, -0.591, -1.396], [-1.740, -0.589, -2.034], [-3.510, -0.692, -2.030], [-2.552, -1.772, -0.393], [-3.557, -2.137, -0.163], [-1.992, -2.610, -0.810], [-3.712, 1.508, 0.928], [-4.533, 0.141, 0.133], [-2.395, 0.140, 2.285], [-0.079, -0.426, 2.443], [-0.147, -2.441, -0.409], [1.591, 0.584, 0.753]], "atomic_forces_ev_per_a": [[-0.18, 0.25, 0.12], [0.34, 0.47, 0.08], [0.26, 0.06, 0.02], [-0.62, -1.28, -0.37], [0.25, 0.23, -0.05], [0.80, -0.02, -0.09], [-0.23, 0.18, 0.15], [0.00, 0.13, 0.02], [0.11, 0.21, 0.06], [0.03, -0.01, 0.00], [0.06, -0.06, -0.03], [-0.06, -0.11, 0.00], [-0.82, -0.37, -0.41], [0.16, -0.21, 0.56], [0.23, -0.15, -0.22], [-0.27, 0.24, 0.36], [-0.01, 0.03, 0.01], [-0.11, 0.01, 0.07], [-0.23, -0.01, -0.09], [0.17, 0.38, 0.03], [-0.36, -0.24, -0.11], [0.37, 0.19, -0.08], [-0.06, 0.04, 0.03], [-0.11, -0.03, 0.10], [0.11, -0.06, -0.04], [-0.02, -0.02, -0.04], [0.05, 0.00, -0.05], [0.06, 0.09, 0.04], [0.11, 0.10, 0.06], [-0.03, -0.08, -0.16], [-0.08, -0.01, 0.03], [0.12, -0.07, -0.02], [0.05, 0.03, -0.26], [0.11, -0.06, -0.05], [-0.13, -0.01, 0.02], [-0.14, -0.17, 0.03], [0.01, 0.03, 0.00], [-0.16, -0.13, -0.12], [0.22, 0.20, 0.48], [-0.02, 0.23, 0.02], [0.01, -0.03, -0.07]], "lowdin_charge": [0.079, -0.352, 0.082, -0.137, 0.017, -0.249, -0.010, -0.065, -0.005, 0.116, 0.108, 0.113, 0.067, -0.761, -0.117, -0.159, 0.124, -0.134, -0.079, -0.304, 0.119, -0.139, -0.087, -0.076, -0.015, 0.100, 0.111, 0.095, 0.112, -0.125, 0.101, 0.124, -0.117, 0.126, 0.112, 0.116, 0.120, 0.046, 0.754, 0.127, 0.062]}